Record 1
Below is C5H14N2O as an isolated structure at a distorted geometry, with properties calculated with ωB97M-V/def2-TZVPD.

Atoms and positions in Å:
C 0.03 1.31 0.04
N 0.28 1.55 -1.25
C -2.10 0.40 -0.35
O -1.94 0.18 -1.58
H 1.09 2.08 -1.54
H -0.52 1.03 -1.88
H -2.60 1.33 -0.04
H 0.36 2.03 0.78
H 0.42 0.16 0.55
C -2.22 -0.74 0.63
C 1.70 -0.27 0.87
C 2.77 -0.03 -0.17
N -1.37 -1.86 0.24
H -1.63 -2.71 0.73
H -1.45 -2.00 -0.76
H -1.93 -0.37 1.62
H -3.30 -0.98 0.68
H 1.36 -1.31 0.91
H 1.92 0.12 1.85
H 2.36 -0.16 -1.18
H 3.16 0.98 -0.10
H 3.60 -0.74 -0.06

Output
LUMO level: 1.0 eV
highest occupied orbital energy: -7.8 eV
largest force on an atom: 0.05466 hartree/bohr
HOMO-LUMO gap: 8.87 eV
spin multiplicity: 1



Record 2
Below is a 2-piece molecular cluster, C10H23N2Si overall at a distorted geometry, with properties calculated with ωB97M-V/def2-TZVPD.

Atoms and positions in Å:
C -0.71 -0.15 3.33
C -0.54 -1.26 4.03
C -1.75 0.88 3.49
C -1.62 -1.70 5.02
C -1.97 1.65 2.13
C 1.34 0.05 -0.89
C 1.69 -0.99 -4.32
C 1.74 1.21 -1.80
C 1.82 0.60 -4.29
C -0.21 0.12 -0.54
N 2.27 -1.56 -3.09
N 1.17 1.10 -3.05
Si -0.63 -1.28 0.68
H 0.07 0.11 2.65
H 0.30 -1.95 3.94
H -2.71 0.31 3.85
H -1.49 -1.20 5.94
H -1.49 -2.73 5.17
H -2.72 -1.51 4.67
H -3.01 1.64 1.76
H -1.35 1.37 1.36
H -1.84 2.70 2.24
H 1.65 -0.95 -1.38
H 1.96 0.14 0.03
H 0.67 -1.36 -4.34
H 2.13 -1.33 -5.27
H 1.38 2.30 -1.41
H 2.84 1.31 -1.71
H 1.41 1.01 -5.12
H 2.88 0.77 -4.17
H -0.86 -0.05 -1.39
H -0.56 1.09 -0.13
H 3.37 -1.58 -3.26
H 2.02 -2.52 -2.98
H -1.52 1.67 4.27
H 0.16 1.18 -2.89

Output
LUMO level: -5.5 eV
highest occupied orbital energy: -10.9 eV
total charge: +1
largest force on an atom: 0.11227 hartree/bohr
HOMO-LUMO gap: 5.36 eV
spin multiplicity: 1



Record 3
Below is C13H4BF7NO3PdS2 as an isolated structure at a distorted geometry, with properties calculated with ωB97M-V/def2-TZVPD.

Atoms and positions in Å:
Pd 0.63 -0.09 0.18
F -2.93 3.95 4.57
C -2.06 3.55 3.62
C -2.25 2.36 2.95
F -3.30 1.59 3.26
C -1.36 1.97 1.97
F -1.62 0.80 1.36
C -0.25 2.73 1.60
S 0.90 2.30 0.34
C -0.10 3.92 2.30
F 0.93 4.73 2.03
C -0.98 4.34 3.28
F -0.78 5.50 3.92
O 0.50 -2.36 -2.03
C 1.43 -1.61 -2.24
N 1.48 -0.26 -1.89
S 3.03 0.28 -1.94
O 3.15 1.51 -2.66
O 3.63 0.20 -0.63
C 3.66 -1.07 -2.89
C 4.88 -1.22 -3.51
C 5.11 -2.40 -4.20
C 4.13 -3.40 -4.25
C 2.91 -3.23 -3.62
C 2.69 -2.04 -2.95
H 5.64 -0.44 -3.46
H 6.06 -2.56 -4.70
H 4.34 -4.31 -4.80
H 2.14 -3.99 -3.66
F 0.74 -0.57 3.07
B 1.03 -1.13 1.89
F 1.61 -2.33 1.97

Output
LUMO level (spin up / spin down): 2.7 / 1.6 eV
highest occupied orbital energy (spin up / spin down): -4.7 / -5.2 eV
total charge: -1
largest force on an atom: 0.02236 hartree/bohr
HOMO-LUMO gap (spin up / spin down): 7.40 / 6.79 eV
spin multiplicity: 3



Record 4
Below is C6H10O2 as an isolated structure at a distorted geometry, with properties calculated with ωB97M-V/def2-TZVPD.

Atoms and positions in Å:
C 1.84 -0.15 0.96
C -1.47 0.02 1.25
C -1.22 -0.30 -1.60
C 0.93 -0.31 -0.21
C -0.27 1.44 -0.06
C -0.44 0.07 -0.36
O 1.45 -1.05 -1.28
O -0.22 2.54 0.34
H 2.25 -0.61 -1.61
H 2.19 -1.12 1.32
H 2.74 0.43 0.70
H 1.37 0.38 1.79
H -2.31 0.72 1.26
H -0.81 0.11 2.10
H -1.81 -1.01 1.12
H -1.21 -1.38 -1.69
H -0.75 0.11 -2.49
H -2.24 0.10 -1.55

Output
LUMO level (spin up / spin down): 0.6 / 0.6 eV
highest occupied orbital energy (spin up / spin down): -5.9 / -5.9 eV
largest force on an atom: 0.06725 hartree/bohr
HOMO-LUMO gap (spin up / spin down): 6.45 / 6.45 eV
spin multiplicity: 1



Record 5
Below is a 2-piece molecular cluster, C3H9N3O overall at a distorted geometry, with properties calculated with ωB97M-V/def2-TZVPD.

Atoms and positions in Å:
C 2.32 0.32 0.55
C 0.02 0.02 0.04
C -3.22 0.01 -0.36
N 3.58 0.26 0.23
N 1.33 -0.19 -0.18
N -0.93 -0.48 -0.62
O -3.28 0.20 0.91
H 2.14 0.70 1.56
H -0.51 0.72 0.73
H -3.72 -0.76 -0.96
H -2.92 0.87 -0.94
H 4.30 0.66 0.86
H 4.00 -0.35 -0.57
H 1.69 -0.70 -1.05
H -0.96 -0.90 -1.56
H -3.84 -0.38 1.38

Output
LUMO level: -8.4 eV
highest occupied orbital energy: -18.8 eV
total charge: +2
largest force on an atom: 0.07773 hartree/bohr
HOMO-LUMO gap: 10.48 eV
spin multiplicity: 1



Record 6
Below is an isolated ion of composition C59H75N18O6 and charge +1 at a distorted geometry, with properties calculated with ωB97M-V/def2-TZVPD.

Atoms and positions in Å:
C 4.06 1.16 -4.04
C 3.94 0.18 -3.37
C 3.85 -0.96 -2.48
H 4.54 -1.74 -2.81
H 2.83 -1.37 -2.49
O 4.10 -0.62 -1.12
C 5.42 -0.17 -0.86
C 5.64 -0.19 0.66
O 4.93 0.80 1.37
C 5.49 2.10 1.40
C 5.09 2.76 2.72
H 5.58 3.74 2.80
H 5.42 2.13 3.55
O 3.68 2.91 2.72
C 3.03 2.85 3.98
C 3.07 1.45 4.61
N 2.97 0.45 3.59
C 2.16 -0.61 3.58
N 1.34 -0.82 4.60
C 0.62 -1.95 4.53
N 0.72 -2.86 3.55
C 1.56 -2.54 2.57
N 2.25 -1.40 2.49
N 1.75 -3.44 1.58
C 0.94 -4.62 1.46
H 0.05 -4.48 2.08
H 1.47 -5.51 1.83
C 0.53 -4.80 0.00
N 1.68 -4.66 -0.87
C 1.65 -4.39 -2.19
O 2.66 -4.33 -2.87
C 0.26 -4.16 -2.81
N -0.17 -2.85 -2.36
C -1.32 -2.21 -2.62
C -1.21 -0.99 -1.99
N 0.00 -0.97 -1.39
N 0.62 -2.08 -1.63
C -2.16 0.16 -1.93
N -1.41 1.39 -2.16
H -2.04 2.18 -2.11
H -1.00 1.38 -3.09
C -3.35 -0.04 -2.90
C -4.29 1.13 -2.78
C -4.15 2.24 -3.59
C -4.98 3.34 -3.45
C -5.98 3.34 -2.48
C -6.13 2.22 -1.67
C -5.29 1.13 -1.81
H -5.42 0.27 -1.17
H -6.91 2.21 -0.92
O -6.77 4.43 -2.38
H -7.39 4.33 -1.64
H -4.87 4.21 -4.08
H -3.39 2.26 -4.37
H -2.97 -0.11 -3.92
H -3.86 -0.96 -2.65
H -2.57 0.23 -0.92
H -2.11 -2.66 -3.19
H -0.44 -4.91 -2.44
C 0.29 -4.20 -4.35
C 0.90 -2.99 -4.98
C 0.31 -1.84 -5.39
C 1.32 -1.02 -5.97
C 1.33 0.23 -6.59
C 2.52 0.70 -7.09
C 3.70 -0.04 -7.00
C 3.72 -1.27 -6.38
C 2.53 -1.76 -5.87
N 2.24 -2.94 -5.26
H 2.90 -3.64 -4.96
H 4.63 -1.84 -6.31
H 4.61 0.37 -7.42
H 2.54 1.66 -7.59
H 0.42 0.80 -6.68
H -0.74 -1.60 -5.34
H 0.86 -5.09 -4.64
H -0.73 -4.31 -4.71
C 2.96 -4.57 -0.19
C 2.91 -3.34 0.72
H 2.84 -2.44 0.09
H 3.82 -3.27 1.33
H 3.16 -5.48 0.37
H 3.73 -4.45 -0.95
H 0.07 -5.78 -0.14
H -0.22 -4.03 -0.23
N -0.21 -2.23 5.55
C -1.12 -3.34 5.48
H -0.88 -3.90 4.58
H -0.97 -3.99 6.36
C -2.56 -2.80 5.45
N -2.55 -1.44 4.94
C -2.73 -1.25 3.62
O -2.90 -2.17 2.84
C -2.83 0.21 3.15
N -1.54 0.72 2.78
C -0.78 0.43 1.70
C 0.30 1.28 1.80
N 0.15 1.99 2.94
N -0.95 1.66 3.51
C 1.43 1.49 0.86
N 1.86 0.17 0.33
H 2.74 0.24 -0.21
H 2.06 -0.51 1.14
H 1.12 -0.21 -0.31
C 1.00 2.40 -0.31
C 2.13 2.52 -1.34
H 1.91 3.32 -2.03
H 3.08 2.74 -0.85
H 2.23 1.61 -1.92
H 0.14 1.94 -0.81
C 0.56 3.79 0.19
C 1.70 4.70 0.65
H 2.34 4.98 -0.18
H 2.30 4.22 1.42
H 1.28 5.61 1.07
H 0.03 4.28 -0.63
H -0.14 3.66 1.01
H 2.26 1.95 1.40
H -1.05 -0.32 0.99
H -3.19 0.85 3.96
C -3.81 0.27 1.96
C -3.99 1.66 1.43
C -3.17 2.42 0.65
C -3.84 3.65 0.40
C -3.53 4.79 -0.34
C -4.45 5.81 -0.39
C -5.67 5.73 0.29
C -6.01 4.61 1.02
C -5.09 3.57 1.07
N -5.15 2.36 1.69
H -5.92 2.02 2.24
H -6.95 4.54 1.54
H -6.36 6.55 0.22
H -4.23 6.70 -0.95
H -2.59 4.86 -0.86
H -2.20 2.16 0.29
H -3.45 -0.40 1.18
H -4.77 -0.12 2.31
C -1.92 -0.51 5.86
H -1.64 0.41 5.35
H -2.62 -0.27 6.67
C -0.64 -1.18 6.44
H 0.16 -0.45 6.53
H -0.84 -1.62 7.42
H -3.19 -3.41 4.79
H -3.00 -2.78 6.45
H 3.60 0.54 2.79
H 3.99 1.30 5.19
H 2.22 1.33 5.29
H 1.99 3.11 3.74
H 3.45 3.59 4.67
H 5.12 2.70 0.57
H 6.59 2.05 1.34
H 5.28 -1.14 1.05
H 6.72 -0.10 0.85
H 5.56 0.84 -1.27
H 6.15 -0.84 -1.33
H 4.14 2.00 -4.67

Output
LUMO level: -1.6 eV
highest occupied orbital energy: -9.6 eV
total charge: +1
largest force on an atom: 0.02394 hartree/bohr
HOMO-LUMO gap: 8.00 eV
spin multiplicity: 1



Record 7
Below is C29H34BrN4NiOSe2 as an isolated structure at a distorted geometry, with properties calculated with ωB97M-V/def2-TZVPD.

Atoms and positions in Å:
Ni -0.79 -1.98 -0.59
C 5.00 2.61 -1.99
C 4.12 2.92 -0.78
C 3.97 4.44 -0.69
C 4.81 2.40 0.49
C 2.78 2.22 -0.89
C 2.71 0.88 -1.28
C 1.50 0.25 -1.24
Br 1.29 -1.56 -1.85
C 0.27 0.83 -0.78
O -0.73 0.10 -0.54
C 0.33 2.26 -0.60
C 1.57 2.86 -0.61
C -0.88 3.17 -0.53
C -0.84 4.05 0.73
C -2.20 2.42 -0.55
C -0.82 4.06 -1.79
H 5.89 3.23 -1.96
H 4.48 2.81 -2.92
H 5.33 1.57 -1.99
H 4.95 4.90 -0.69
H 3.48 4.74 0.23
H 3.41 4.83 -1.54
H 5.79 2.85 0.57
H 4.92 1.32 0.46
H 4.23 2.66 1.38
H 3.58 0.35 -1.61
H 1.61 3.92 -0.40
H -0.82 3.43 1.62
H -1.72 4.68 0.77
H 0.03 4.70 0.74
H -2.30 1.76 0.31
H -2.28 1.82 -1.46
H -3.03 3.12 -0.54
H 0.06 4.69 -1.79
H -1.70 4.69 -1.86
H -0.78 3.43 -2.68
Se -2.85 -4.95 -1.36
Se -3.52 -3.75 0.47
C -3.83 -2.10 -0.49
C -5.09 -1.52 -0.44
C -5.35 -0.46 -1.28
C -4.35 -0.02 -2.13
C -3.11 -0.64 -2.08
N -2.84 -1.66 -1.27
C -0.99 -5.21 -0.92
C -0.53 -6.52 -0.94
C 0.76 -6.79 -0.52
C 1.55 -5.71 -0.14
C 1.03 -4.44 -0.22
N -0.23 -4.17 -0.59
H -5.84 -1.93 0.22
H -6.33 0.00 -1.29
H -4.53 0.78 -2.83
H -2.32 -0.31 -2.74
H -1.21 -7.30 -1.24
H 1.12 -7.80 -0.47
H 2.56 -5.87 0.21
H 1.66 -3.59 0.02
N -1.12 -1.60 5.65
C -1.05 -1.73 4.32
C -1.89 -1.03 3.44
C -1.76 -1.19 2.09
N -0.86 -2.01 1.52
C -0.06 -2.69 2.35
C -0.11 -2.59 3.72
H -1.80 -1.00 6.08
H -0.50 -2.12 6.24
H -2.65 -0.36 3.84
H -2.40 -0.64 1.41
H 0.66 -3.36 1.91
H 0.56 -3.17 4.33

Output
LUMO level (spin up / spin down): -3.1 / -3.3 eV
highest occupied orbital energy (spin up / spin down): -9.3 / -9.3 eV
total charge: +1
largest force on an atom: 0.05580 hartree/bohr
HOMO-LUMO gap (spin up / spin down): 6.20 / 6.02 eV
spin multiplicity: 3



Record 8
Below is C30H66B2MgO15S5 as an isolated structure at a distorted geometry, with properties calculated with ωB97M-V/def2-TZVPD.

Atoms and positions in Å:
Mg 0.33 -0.18 -1.33
B 0.72 -1.99 -2.00
H 0.42 -1.32 -2.79
H -0.07 -2.09 -1.27
H 0.99 -2.97 -2.35
H 1.51 -1.54 -1.42
B 0.55 0.22 0.63
H -0.48 0.27 0.31
H 0.83 -0.81 0.48
H 1.10 0.82 -0.08
H 0.67 0.55 1.65
C 0.67 3.92 2.34
C 2.02 3.46 1.77
C 2.34 4.02 0.38
O 3.62 4.56 0.52
C 3.96 4.67 1.84
O 4.93 5.33 2.24
O 3.07 4.05 2.59
H -0.09 3.46 1.70
H 0.54 5.01 2.33
H 0.56 3.57 3.37
H 2.19 2.38 1.73
H 1.69 4.84 0.08
H 2.15 3.20 -0.31
C -1.14 -2.64 1.73
C -2.09 -3.64 2.37
O -2.27 -4.76 1.98
C -2.92 -3.10 3.49
H -0.30 -3.25 1.42
H -0.81 -1.89 2.45
H -1.58 -2.15 0.86
H -3.91 -3.55 3.53
H -2.93 -2.02 3.34
H -2.47 -3.50 4.40
C 4.53 -5.00 1.41
C 3.79 -3.63 1.12
O 4.42 -2.59 1.16
C 2.37 -3.70 0.74
H 4.66 -5.50 0.45
H 4.07 -5.57 2.22
H 5.55 -4.79 1.72
H 2.34 -4.43 -0.07
H 1.99 -2.72 0.46
H 1.84 -4.06 1.62
C 5.04 -1.34 -3.12
C 5.12 -0.22 -4.19
C 3.84 0.63 -4.09
S 3.47 0.78 -2.27
O 2.04 0.55 -2.03
O 4.02 2.01 -1.69
C 4.51 -0.66 -1.81
H 6.01 -1.78 -2.89
H 4.38 -2.15 -3.45
H 5.43 -0.64 -5.15
H 5.93 0.45 -3.93
H 3.05 -0.03 -4.44
H 3.82 1.57 -4.66
H 3.90 -1.31 -1.19
H 5.36 -0.31 -1.23
C -3.69 -2.12 -4.28
C -3.58 -3.42 -3.40
C -2.69 -3.04 -2.29
S -3.03 -1.31 -1.68
O -1.78 -0.60 -1.57
O -4.01 -1.36 -0.56
C -3.93 -0.92 -3.29
H -4.44 -2.22 -5.06
H -2.74 -1.94 -4.78
H -3.20 -4.27 -3.95
H -4.54 -3.82 -3.06
H -1.64 -3.11 -2.58
H -2.82 -3.68 -1.42
H -3.61 0.09 -3.53
H -4.98 -0.87 -3.03
C -0.36 4.57 -4.15
C -1.69 3.84 -4.44
C -2.22 3.41 -3.10
S -0.75 3.00 -1.98
O -0.50 1.58 -1.99
O -0.78 3.74 -0.76
C 0.48 3.85 -3.07
H -0.53 5.61 -3.89
H 0.21 4.55 -5.08
H -1.59 2.95 -5.07
H -2.34 4.54 -4.95
H -2.92 2.58 -3.22
H -2.72 4.26 -2.65
H 1.03 3.07 -3.59
H 1.16 4.40 -2.42
C -4.90 0.83 2.37
C -3.32 0.63 2.00
C -2.94 1.86 1.19
S -4.36 2.36 0.21
O -4.15 2.13 -1.20
O -4.79 3.71 0.63
C -5.56 1.11 0.99
H -5.02 1.65 3.07
H -5.46 -0.02 2.76
H -3.13 -0.26 1.41
H -2.74 0.50 2.92
H -2.02 1.79 0.62
H -2.61 2.75 1.73
H -5.71 0.31 0.26
H -6.51 1.65 1.01
C 0.02 0.14 4.51
C 1.57 0.25 4.64
C 2.07 -1.22 4.33
S 0.86 -2.38 5.18
O 1.40 -2.83 6.48
O 0.43 -3.34 4.16
C -0.46 -1.03 5.39
H -0.34 0.05 3.49
H -0.38 1.09 4.86
H 1.88 0.47 5.67
H 1.97 1.02 3.98
H 3.10 -1.58 4.31
H 1.66 -1.30 3.33
H -0.19 -0.79 6.42
H -1.47 -1.44 5.38

Output
LUMO level: -0.2 eV
highest occupied orbital energy: -9.1 eV
largest force on an atom: 0.08306 hartree/bohr
HOMO-LUMO gap: 8.89 eV
spin multiplicity: 1